# 1
C53H45N11S3SeSiSr | ωB97M-V with the def2-TZVPD basis set

The geometry in ORCA input format:
```
! wB97M-V def2-TZVPD RIJCOSX def2/J DEFGRID3
* xyz 0 1
Sr 0.469 0.077 0.413
C -5.220 -1.084 5.506
C -4.078 -0.486 4.733
C -3.360 0.621 5.179
C -2.292 1.122 4.482
C -1.843 0.538 3.296
N -0.714 0.967 2.641
C -0.552 2.333 2.522
C -1.592 3.259 2.316
C -1.375 4.550 1.885
C -0.110 5.040 1.527
C 0.098 6.369 0.831
C 0.951 4.180 1.824
C 0.754 2.899 2.344
N 1.948 2.178 2.584
C 2.907 2.574 3.421
C 4.011 1.797 3.208
C 3.593 0.913 2.197
N 2.352 1.179 1.805
C -2.572 -0.580 2.880
C -3.687 -1.069 3.552
N -2.293 -1.169 1.590
C -2.467 -0.437 0.509
C -2.381 -1.234 -0.771
C -1.864 -2.926 0.274
N -1.921 -2.423 1.605
H -6.048 -0.368 5.604
H -4.910 -1.394 6.499
H -5.608 -1.954 4.968
H -3.675 1.092 6.111
H -1.729 1.958 4.878
H -2.604 2.940 2.468
H -2.247 5.159 1.726
H -0.504 7.147 1.294
H -0.197 6.310 -0.211
H 1.172 6.617 0.875
H 1.965 4.491 1.592
H 2.749 3.374 4.113
H 4.946 1.860 3.748
H 4.155 0.113 1.765
H -4.150 -1.976 3.144
H -2.886 0.530 0.604
H -2.536 -0.684 -1.676
H -1.480 -3.935 0.278
C 3.075 4.320 -2.862
Si 1.360 4.414 -3.569
C 1.197 3.646 -5.264
C 1.002 6.224 -3.725
C 0.040 3.721 -2.375
C -1.098 4.470 -2.132
C -2.165 3.971 -1.391
C -2.017 2.681 -0.883
N -0.935 1.904 -1.083
C 0.105 2.399 -1.807
S 1.457 1.336 -2.105
H 3.812 4.874 -3.458
H 3.412 3.311 -2.764
H 3.068 4.723 -1.850
H 1.788 4.195 -5.999
H 0.151 3.731 -5.568
H 1.424 2.585 -5.295
H 1.798 6.698 -4.321
H 0.945 6.692 -2.740
H 0.065 6.420 -4.283
H -1.192 5.487 -2.525
H -3.075 4.557 -1.235
H -2.870 2.208 -0.401
S -6.171 -2.758 -1.218
C -7.375 -3.517 -2.163
C -6.831 -4.464 -2.978
C -5.419 -4.573 -2.839
C -4.922 -3.691 -1.930
C -3.511 -3.392 -1.670
C -3.153 -2.557 -0.480
N -1.046 -1.956 -0.592
C -0.484 -2.644 -1.716
C -1.158 -3.455 -2.603
C -0.409 -4.215 -3.559
C 0.935 -4.202 -3.601
C 1.646 -3.422 -2.699
C 3.053 -3.405 -2.694
C 3.757 -2.623 -1.796
C 2.955 -1.831 -0.938
N 1.645 -1.819 -0.954
C 0.978 -2.596 -1.800
C 5.216 -2.725 -1.661
C 6.074 -3.491 -2.422
C 7.435 -3.298 -2.058
C 7.601 -2.409 -1.023
S 6.097 -1.824 -0.481
C -2.580 -3.738 -2.594
H -8.422 -3.363 -1.980
H -7.456 -5.146 -3.540
H -4.804 -5.286 -3.361
H -3.990 -2.500 0.188
H -0.959 -4.833 -4.257
H 1.524 -4.702 -4.402
H 3.583 -4.071 -3.384
H 3.446 -1.116 -0.264
H 5.731 -4.128 -3.220
H 8.285 -3.808 -2.483
H 8.505 -2.135 -0.524
H -3.007 -4.223 -3.446
Se 2.207 -5.358 0.756
N 3.131 -4.952 2.199
C 2.669 -3.776 2.656
C 3.093 -3.132 3.850
C 2.452 -1.973 4.150
C 1.532 -1.379 3.262
N 1.144 -1.938 2.153
C 1.614 -3.193 1.857
N 1.192 -3.924 0.824
H 3.889 -3.592 4.415
H 2.709 -1.491 5.094
H 1.083 -0.410 3.423
*
```

The largest force on an atom is 1.9 eV/A. The value obtained for the HOMO-LUMO gap is 5.276 eV. The calculation puts the HOMO energy at -6.5 eV.

***

# 2
C53H47AsBrCrN3OSi | ωB97M-V with the def2-TZVPD basis set

The geometry in ORCA input format:
```
! wB97M-V def2-TZVPD RIJCOSX def2/J DEFGRID3
* xyz 1 4
Cr -0.105 -0.035 -0.019
Br 4.451 -1.462 5.719
C 3.092 -1.007 4.491
C 1.778 -0.815 4.946
C 0.766 -0.517 4.069
C 1.009 -0.409 2.683
O -0.013 -0.197 1.898
C 2.347 -0.559 2.240
C 2.744 -0.459 0.874
N 1.973 -0.169 -0.122
C 2.477 -0.167 -1.452
C 3.792 -0.212 -1.826
C 4.157 -0.225 -3.190
C 3.209 -0.184 -4.170
C 1.840 -0.118 -3.819
C 0.799 -0.057 -4.777
C -0.498 0.009 -4.372
C -0.776 0.021 -2.990
N 0.161 -0.027 -2.074
C 1.479 -0.106 -2.463
C 3.372 -0.868 3.164
H 1.564 -0.907 6.003
H -0.250 -0.364 4.412
H 3.797 -0.664 0.684
H 4.577 -0.231 -1.082
H 5.206 -0.263 -3.452
H 3.486 -0.190 -5.217
H 1.051 -0.063 -5.831
H -1.315 0.053 -5.077
H -1.795 0.066 -2.631
H 4.383 -1.010 2.803
C -2.198 -0.312 -0.001
Si -2.859 1.346 0.447
C -1.587 2.521 -0.321
N -0.175 2.178 0.042
C 0.783 2.804 -0.922
C 1.147 4.228 -0.538
C 1.969 4.213 0.762
C 1.558 3.015 1.630
C 0.087 2.710 1.425
C -2.994 1.576 2.295
C -3.070 0.481 3.159
C -3.202 0.654 4.531
C -3.258 1.932 5.068
C -3.198 3.036 4.228
C -3.074 2.854 2.857
C -4.479 1.847 -0.344
C -4.612 1.878 -1.737
C -5.805 2.241 -2.343
C -6.900 2.580 -1.560
C -6.796 2.551 -0.178
C -5.596 2.188 0.423
H -2.645 -0.695 -0.924
H -2.457 -1.023 0.786
H -1.789 3.584 -0.142
H -1.700 2.367 -1.400
H 0.334 2.748 -1.913
H 1.697 2.208 -0.941
H 0.239 4.823 -0.420
H 1.707 4.687 -1.354
H 1.804 5.140 1.313
H 3.036 4.170 0.536
H 1.732 3.218 2.688
H 2.152 2.131 1.388
H -0.488 3.635 1.544
H -0.301 2.001 2.148
H -3.021 -0.528 2.764
H -3.268 -0.210 5.183
H -3.360 2.070 6.137
H -3.255 4.036 4.639
H -3.045 3.730 2.217
H -3.771 1.611 -2.373
H -5.884 2.260 -3.423
H -7.834 2.863 -2.028
H -7.650 2.811 0.436
H -5.532 2.171 1.505
C 4.056 -4.350 1.250
C 3.034 -4.272 2.185
C 1.781 -3.800 1.813
C 1.550 -3.402 0.502
C 2.574 -3.492 -0.438
C 3.824 -3.967 -0.066
As -0.125 -2.553 -0.009
C -0.709 -3.600 -1.511
C -0.266 -3.543 -2.821
C -0.819 -4.405 -3.759
C -1.808 -5.304 -3.376
C -2.256 -5.350 -2.062
C -1.709 -4.492 -1.116
C -2.098 -4.416 0.314
C -3.084 -5.177 0.932
C -3.364 -4.979 2.276
C -2.679 -4.021 3.015
C -1.695 -3.249 2.408
C -1.409 -3.469 1.071
H 5.030 -4.722 1.542
H 3.210 -4.576 3.209
H 0.993 -3.739 2.554
H 2.404 -3.199 -1.469
H 4.612 -4.048 -0.804
H 0.505 -2.840 -3.121
H -0.482 -4.378 -4.787
H -2.238 -5.975 -4.108
H -3.029 -6.054 -1.784
H -3.637 -5.920 0.371
H -4.132 -5.575 2.752
H -2.917 -3.871 4.060
H -1.172 -2.481 2.967
*
```

The largest force on an atom is 0.5 eV/A. The value obtained for the HOMO-LUMO gap (alpha / beta) is 6.748 / 6.859 eV. The calculation puts the HOMO energy (alpha / beta) at -10.3 / -10.4 eV. The expectation value of S² is 3.80.